1.
{
  "formula": "C30H29BaN9O3",
  "method": "ωB97M-V with the def2-TZVPD basis set",
  "lumo_ev": 0.0,
  "homo_ev": -7.580,
  "e_tot_ha": -1904.7859,
  "orbital_gap_ev": 7.627,
  "elements": ["Ba", "C", "C", "N", "N", "C", "O", "C", "C", "C", "C", "C", "C", "C", "C", "C", "C", "C", "N", "H", "H", "H", "H", "H", "H", "H", "H", "H", "H", "H", "H", "N", "C", "C", "O", "O", "H", "H", "H", "H", "C", "C", "C", "C", "N", "C", "C", "C", "C", "C", "C", "N", "H", "H", "H", "H", "H", "H", "H", "H", "N", "C", "C", "N", "C", "C", "N", "H", "H", "H", "H", "H"],
  "positions_angstrom": [[0.4358, -0.7483, 0.1977], [0.1123, 4.0508, -0.9401], [-0.1133, 2.7734, -0.1983], [-0.3586, 1.6489, -0.7413], [-0.3942, 1.5495, -2.1437], [-0.7247, 0.3137, -2.5202], [-1.0398, -0.6722, -1.7921], [-0.6786, 0.0783, -4.0092], [-1.0804, -1.1563, -4.5018], [-1.0181, -1.4185, -5.8656], [-0.5514, -0.4502, -6.7421], [-0.1518, 0.7884, -6.2532], [-0.2172, 1.0515, -4.8937], [-0.1081, 2.7741, 1.3266], [0.2825, 3.9106, 2.0218], [0.2473, 3.9044, 3.4071], [-0.1776, 2.7618, 4.0584], [-0.5434, 1.6709, 3.2825], [-0.5239, 1.6633, 1.9555], [-0.0499, 3.8926, -2.0020], [1.1296, 4.4251, -0.7901], [-0.5649, 4.8322, -0.5850], [-1.4406, -1.8982, -3.8009], [-1.3383, -2.3833, -6.2405], [-0.5023, -0.6643, -7.8027], [0.2115, 1.5502, -6.9317], [0.0810, 2.0125, -4.4974], [0.6224, 4.7808, 1.4785], [0.5509, 4.7834, 3.9618], [-0.2252, 2.6949, 5.1367], [-0.8472, 0.7443, 3.7586], [3.4564, 1.5877, 2.1914], [3.8772, 0.2273, 1.8801], [2.6766, -0.6995, 1.7998], [1.6338, -0.3738, 2.4367], [2.7232, -1.6873, 1.0174], [4.2158, 2.1252, 2.5860], [2.6989, 1.5513, 2.8643], [4.5655, -0.2121, 2.6159], [4.3813, 0.1845, 0.9134], [-3.1049, -2.8978, 3.0306], [-3.1027, -4.2434, 2.7124], [-2.4062, -4.6769, 1.5976], [-1.7372, -3.7378, 0.8244], [-1.6942, -2.4478, 1.1643], [-2.3618, -2.0324, 2.2416], [-1.0539, -4.1452, -0.4659], [-1.5412, -5.2175, -1.2018], [-0.9221, -5.5390, -2.3974], [0.1445, -4.7753, -2.8322], [0.5532, -3.7064, -2.0492], [-0.0199, -3.4140, -0.8824], [-3.6500, -2.5155, 3.8828], [-3.6415, -4.9502, 3.3310], [-2.3822, -5.7257, 1.3383], [-2.3193, -0.9709, 2.4660], [-2.4040, -5.7709, -0.8590], [-1.2861, -6.3690, -2.9897], [0.6455, -4.9767, -3.7693], [1.3633, -3.0615, -2.3742], [4.1127, 2.0829, -4.1755], [3.9947, 0.9475, -3.4037], [2.8003, 0.7155, -2.6867], [2.6272, -0.3741, -1.9736], [3.6379, -1.2667, -1.9669], [4.7956, -1.0245, -2.6633], [4.9943, 0.0885, -3.3881], [3.5064, 2.8578, -3.9729], [5.0478, 2.3188, -4.4627], [1.9772, 1.4263, -2.7084], [3.5349, -2.1588, -1.3631], [5.6003, -1.7495, -2.6351]],
  "lowdin_charge": [2.048, -0.040, -0.289, -0.099, 0.033, -0.540, -0.298, -0.146, -0.030, -0.086, -0.098, -0.086, -0.044, -0.219, -0.023, -0.062, -0.062, -0.150, 0.067, 0.060, 0.084, 0.084, 0.105, 0.097, 0.097, 0.098, 0.098, 0.103, 0.107, 0.103, 0.104, 0.009, -0.199, -0.802, -0.234, -0.208, 0.061, 0.051, 0.119, 0.105, -0.051, -0.053, -0.015, -0.207, 0.022, -0.116, -0.210, -0.014, -0.054, -0.048, -0.117, 0.037, 0.107, 0.111, 0.111, 0.106, 0.109, 0.110, 0.109, 0.102, 0.125, -0.372, -0.072, 0.037, -0.156, -0.118, 0.122, 0.089, 0.093, 0.094, 0.094, 0.105]
}

---

2.
{
  "formula": "C3H5N3OS",
  "method": "ωB97M-V with the def2-TZVPD basis set",
  "lumo_ev": 0.5,
  "homo_ev": -7.722,
  "e_tot_ha": -754.9156,
  "orbital_gap_ev": 8.206,
  "e_above_lowest_kj_mol": 324.0,
  "elements": ["N", "C", "C", "N", "O", "C", "S", "N", "H", "H", "H", "H", "H"],
  "positions_angstrom": [[-2.3771, -0.6103, -0.1527], [-0.9823, -0.2804, 0.0394], [-0.3932, 0.9600, -0.0422], [1.0309, 0.7874, 0.0049], [2.0278, 1.6270, 0.0523], [1.2004, -0.4986, 0.1303], [2.8401, -1.0549, -0.0492], [0.0350, -1.1486, 0.1757], [-2.7531, 0.3148, -0.5161], [-2.7156, -0.9717, 0.6766], [-0.7202, 1.9586, 0.3028], [2.8691, 1.0750, -0.3874], [-0.0616, -2.1584, -0.2345]],
  "lowdin_charge": [0.111, -0.356, 0.032, -0.216, -0.037, -0.793, 0.528, 0.103, 0.123, 0.047, 0.133, 0.101, 0.223]
}

---

3.
{
  "formula": "C5H7N",
  "method": "ωB97M-V with the def2-TZVPD basis set",
  "lumo_ev": 0.9,
  "homo_ev": -10.511,
  "e_tot_ha": -249.4302,
  "orbital_gap_ev": 11.436,
  "e_above_lowest_kj_mol": 113.1,
  "elements": ["C", "C", "C", "N", "C", "C", "H", "H", "H", "H", "H", "H", "H"],
  "positions_angstrom": [[0.1243, 1.4996, 0.0918], [0.1313, 0.0288, -0.2468], [0.7348, -0.2460, -1.5300], [1.5315, -0.5503, -2.2781], [0.2358, -1.0083, 0.8477], [-1.0412, -0.8535, 0.0830], [-0.4048, 1.6503, 1.0356], [1.1424, 1.8891, 0.2019], [-0.3832, 2.0788, -0.6873], [0.2797, -0.6150, 1.8630], [0.8389, -1.8922, 0.6787], [-1.8814, -0.3576, 0.5505], [-1.3084, -1.6346, -0.6279]],
  "lowdin_charge": [-0.034, -0.495, -0.187, 0.167, -0.069, -0.089, 0.085, 0.091, 0.089, 0.111, 0.111, 0.105, 0.114]
}

---

4.
{
  "formula": "C9H11Cl2N",
  "method": "ωB97M-V with the def2-TZVPD basis set",
  "lumo_ev": 0.7,
  "homo_ev": -9.339,
  "e_tot_ha": -1324.6463,
  "orbital_gap_ev": 10.077,
  "e_above_lowest_kj_mol": 106.3,
  "elements": ["C", "C", "C", "C", "C", "C", "N", "C", "C", "C", "Cl", "Cl", "H", "H", "H", "H", "H", "H", "H", "H", "H", "H", "H"],
  "positions_angstrom": [[-0.5884, -2.5681, -0.1703], [0.6341, -1.7875, -0.5621], [0.4762, -0.5769, 0.3544], [0.6554, -0.7217, 1.7267], [0.4437, 0.2563, 2.5858], [0.0031, 1.4695, 2.0689], [-0.1129, 1.6491, 0.7160], [0.0686, 0.6915, -0.1129], [-0.1232, 1.0953, -1.5689], [-0.5497, 2.5057, -1.6356], [-1.2899, 0.0208, -2.3662], [1.4455, 0.8859, -2.4881], [-0.4677, -2.8975, 0.8266], [-0.6060, -3.5485, -0.7928], [-1.4190, -1.8411, -0.1677], [0.5709, -1.4588, -1.6065], [1.5253, -2.3747, -0.2209], [1.0660, -1.6488, 2.1014], [0.4120, 0.0381, 3.6055], [-0.1147, 2.4137, 2.6626], [-0.9669, 2.7950, -2.6478], [0.3581, 2.9461, -1.2376], [-1.4207, 2.6565, -1.0704]],
  "lowdin_charge": [-0.130, -0.235, -0.179, -0.058, -0.073, -0.069, 0.093, -0.342, -1.118, -0.184, 0.681, 0.617, 0.045, 0.116, 0.075, 0.036, 0.132, 0.127, 0.094, 0.121, 0.107, 0.080, 0.062]
}

---

5.
{
  "formula": "C6H6O2",
  "method": "ωB97M-V with the def2-TZVPD basis set",
  "lumo_ev": 0.7,
  "homo_ev": -9.349,
  "e_tot_ha": -382.5427,
  "orbital_gap_ev": 10.016,
  "e_above_lowest_kj_mol": 375.5,
  "elements": ["O", "C", "C", "C", "C", "C", "C", "O", "H", "H", "H", "H", "H", "H"],
  "positions_angstrom": [[1.2916, 1.9692, 0.6570], [0.6485, 1.1165, 0.0715], [0.9668, 0.0364, -1.0167], [-0.5334, -0.0259, -1.5164], [-1.3364, 0.2994, -0.3652], [-0.4294, 0.4467, 0.7926], [0.2461, -0.8841, 0.9255], [1.3502, -0.9477, 0.1213], [1.8136, -0.1338, -1.8734], [-0.9555, -0.4665, -2.4493], [-2.3657, 0.2508, -0.0404], [-0.7545, 0.9488, 1.6338], [0.3583, -0.7054, 2.0363], [-0.3001, -1.9042, 1.0234]],
  "lowdin_charge": [0.131, -0.335, -0.091, 0.014, 0.009, -0.264, -0.252, -0.064, 0.199, 0.101, 0.113, 0.137, 0.141, 0.162]
}

---

6.
{
  "formula": "C25H21Br2IrN5O2S4",
  "method": "ωB97M-V with the def2-TZVPD basis set",
  "lumo_ev": [-6.7, -8.9],
  "multiplicity": 6,
  "homo_ev": [-13.958, -14.211],
  "e_tot_ha": -8234.0520,
  "orbital_gap_ev": [7.208, 5.338],
  "e_above_lowest_kj_mol": 72.4,
  "charge": 2,
  "elements": ["Ir", "O", "C", "O", "C", "C", "C", "C", "C", "C", "N", "C", "C", "C", "C", "C", "C", "N", "H", "H", "H", "H", "H", "H", "H", "H", "H", "H", "Br", "C", "Br", "H", "H", "S", "S", "S", "S", "C", "C", "N", "C", "C", "C", "C", "C", "C", "C", "C", "N", "C", "N", "H", "H", "H", "H", "H", "H", "H", "H", "H"],
  "positions_angstrom": [[-1.6987, -0.8084, 0.1796], [4.5756, -5.5182, -0.3450], [4.5682, -4.4138, -1.1220], [5.5129, -4.1388, -1.7916], [3.3297, -3.5430, -1.1224], [3.4800, -2.2581, -1.6236], [2.3967, -1.3969, -1.6882], [1.1464, -1.8274, -1.2596], [0.9918, -3.1019, -0.7440], [2.0796, -3.9609, -0.6901], [0.0073, -0.9385, -1.3335], [-0.1423, -0.1893, -2.3437], [-1.2316, 0.8034, -2.3696], [-1.3914, 1.6634, -3.4268], [-2.4184, 2.6036, -3.3790], [-3.2375, 2.6436, -2.2696], [-3.0149, 1.7421, -1.2410], [-2.0309, 0.8376, -1.2880], [3.7735, -5.6010, 0.1781], [4.4623, -1.9481, -1.9607], [2.5326, -0.3786, -2.0448], [0.0141, -3.4381, -0.4208], [1.9188, -4.9690, -0.3246], [0.5246, -0.2566, -3.2011], [-0.7224, 1.6026, -4.2784], [-2.5660, 3.2970, -4.2001], [-4.0436, 3.3617, -2.1871], [-3.6399, 1.7468, -0.3581], [-2.8228, -2.4371, -2.2946], [-4.7192, -2.5758, -1.9126], [-5.3360, -1.3514, -0.5634], [-4.9054, -3.5790, -1.5700], [-5.2406, -2.3573, -2.8288], [-2.9073, 0.4348, 2.0924], [-3.3666, -0.8089, 3.4982], [-3.6604, -2.7348, 2.6254], [-2.4950, -2.9257, 1.0641], [1.3867, -1.2515, 3.4241], [0.3346, -1.4714, 2.5690], [0.0701, -0.6162, 1.5590], [0.8389, 0.4635, 1.3921], [1.8945, 0.7758, 2.2230], [2.1751, -0.1161, 3.2474], [2.7196, 1.9901, 2.0014], [2.3147, 3.2310, 1.7546], [0.9314, 3.7699, 1.6485], [0.7509, 5.0877, 1.2689], [-0.5475, 5.5648, 1.1728], [-1.6113, 4.8026, 1.4469], [-1.3132, 3.5570, 1.8219], [-0.1140, 2.9784, 1.9292], [1.5840, -1.9557, 4.2232], [-0.3037, -2.3382, 2.6758], [0.5887, 1.1188, 0.5645], [3.0054, 0.0840, 3.9173], [3.7917, 1.8238, 2.0687], [3.0923, 3.9785, 1.6344], [1.5991, 5.7274, 1.0534], [-0.7461, 6.5869, 0.8696], [-2.1653, 2.9288, 2.0792]],
  "lowdin_charge": [0.874, 0.144, -0.465, 0.160, -0.106, 0.023, 0.001, -0.262, -0.024, 0.004, -0.038, -0.085, -0.277, 0.027, 0.007, 0.000, -0.115, -0.053, 0.096, 0.137, 0.124, 0.077, 0.125, 0.153, 0.137, 0.134, 0.132, 0.087, 0.665, -0.970, 0.623, 0.013, 0.011, 0.171, 0.159, 0.125, 0.080, -0.010, -0.140, -0.105, -0.112, -0.177, 0.036, -0.019, -0.007, -0.257, 0.008, -0.093, 0.096, -0.216, 0.125, 0.126, 0.077, 0.112, 0.138, 0.126, 0.119, 0.123, 0.121, 0.035]
}